No. 1
The following is a DFT calculation (ωB97M-V/def2-TZVPD) of a structure of composition C46H30F8IN2O4PS5W.

HOMO-LUMO gap (spin up / spin down) (eV): 4.91 / 6.33
E_HOMO (spin up / spin down) (Eh): -0.1220 / -0.1900

```
! wB97M-V def2-TZVPD RIJCOSX def2/J DEFGRID3
* xyz -1 4
W -0.432 0.364 0.365
C -2.751 -1.817 -5.890
C -1.790 -0.953 -5.098
O -1.919 -1.310 -3.717
P -0.713 -0.969 -2.682
S -1.518 -1.622 -0.932
S -0.078 0.864 -2.991
O 0.441 -1.993 -3.152
C 0.235 -3.408 -3.004
C 1.190 -3.974 -1.973
H -2.798 -1.467 -6.922
H -3.745 -1.763 -5.447
H -2.424 -2.857 -5.883
H -2.025 0.109 -5.208
H -0.757 -1.104 -5.423
H 0.404 -3.853 -3.988
H -0.798 -3.601 -2.709
H 2.222 -3.788 -2.268
H 1.027 -5.048 -1.871
H 1.018 -3.497 -1.007
S -0.536 2.363 7.218
C 0.856 1.763 8.024
C 1.590 0.955 7.217
C 1.029 0.813 5.926
C -0.131 1.523 5.751
C -0.942 1.665 4.549
C -0.506 1.063 3.362
N -1.132 1.161 2.200
C -2.270 1.916 2.154
C -2.791 2.567 3.300
C -3.976 3.340 3.133
C -4.590 3.430 1.930
C -4.077 2.770 0.766
C -4.693 2.805 -0.477
C -4.147 2.030 -1.523
C -2.965 1.352 -1.303
N -2.276 1.350 -0.141
C -2.886 2.021 0.909
C -4.804 1.897 -2.818
C -4.648 0.904 -3.746
C -5.499 1.044 -4.870
C -6.295 2.143 -4.793
S -6.015 3.024 -3.345
C -2.114 2.417 4.503
H 1.048 2.052 9.044
H 2.510 0.480 7.525
H 1.484 0.206 5.157
H 0.415 0.501 3.351
H -4.378 3.860 3.995
H -5.505 4.002 1.825
H -5.594 3.384 -0.635
H -2.520 0.823 -2.125
H -3.970 0.073 -3.607
H -5.517 0.345 -5.694
H -7.036 2.489 -5.495
H -2.494 2.895 5.398
F 7.137 -4.233 -2.775
C 7.374 -2.915 -2.551
F 7.925 -2.445 -3.695
F 8.337 -2.861 -1.609
C 6.131 -2.186 -2.164
C 6.005 -1.608 -0.906
C 4.803 -1.037 -0.531
C 3.708 -1.042 -1.405
C 3.882 -1.545 -2.702
C 5.080 -2.120 -3.074
C 2.441 -0.586 -0.959
C 1.349 -0.225 -0.565
H 6.847 -1.614 -0.228
H 4.689 -0.586 0.446
H 3.056 -1.476 -3.398
H 5.212 -2.527 -4.069
F 2.930 6.174 -2.716
C 2.583 5.248 -1.814
C 1.292 4.751 -1.779
F 0.374 5.222 -2.626
C 0.958 3.809 -0.829
F -0.311 3.418 -0.754
C 1.870 3.284 0.095
S 1.433 2.097 1.284
C 3.154 3.832 0.039
F 4.089 3.430 0.907
C 3.505 4.793 -0.890
F 4.744 5.304 -0.892
I 0.967 -6.148 6.492
C 0.444 -4.710 5.040
C 1.443 -3.945 4.459
C 1.090 -2.992 3.520
C -0.246 -2.799 3.172
C -1.228 -3.597 3.746
C -0.887 -4.555 4.686
C -0.607 -1.727 2.207
O -1.780 -1.435 1.953
O 0.373 -1.089 1.657
H 2.479 -4.089 4.734
H 1.845 -2.380 3.043
H -2.259 -3.455 3.447
H -1.648 -5.174 5.140
*
```

Löwdin population analysis, charges in e, atoms 1 to 8: W 1.316; C -0.073; C -0.325; O -0.389; P -0.055; S 0.456; S 0.376; O -0.355

***

No. 2
The following is a DFT calculation (ωB97M-V/def2-TZVPD) of a structure of composition C46H34BClF2N2O2PRu.

HOMO-LUMO gap (spin up / spin down) (eV): 5.48 / 6.54
E_HOMO (spin up / spin down) (Eh): -0.2284 / -0.2708

```
! wB97M-V def2-TZVPD RIJCOSX def2/J DEFGRID3
* xyz 0 2
Ru -0.621 1.101 -0.204
Cl -0.404 1.132 -3.593
C 0.552 -1.104 -2.212
C 0.694 -2.106 -3.120
C 1.641 -3.110 -2.836
C 2.562 -2.932 -1.770
C 2.505 -1.886 -0.897
C 1.312 -1.011 -0.902
P 0.105 -0.977 0.548
C -0.766 -2.596 0.650
C -1.068 -3.358 -0.475
C -1.697 -4.591 -0.348
C -2.058 -5.071 0.900
C -1.786 -4.308 2.027
C -1.141 -3.090 1.905
C 1.034 -1.137 2.117
C 0.658 -0.369 3.213
C 1.246 -0.562 4.454
C 2.238 -1.518 4.609
C 2.612 -2.302 3.526
C 1.997 -2.131 2.296
H 0.184 -2.069 -4.076
H 1.765 -3.949 -3.507
H 3.376 -3.642 -1.678
H 3.274 -1.743 -0.153
H -0.802 -3.004 -1.459
H -1.904 -5.175 -1.236
H -2.562 -6.024 0.996
H -2.079 -4.664 3.006
H -0.924 -2.521 2.800
H -0.118 0.377 3.109
H 0.929 0.040 5.296
H 2.709 -1.663 5.573
H 3.370 -3.066 3.644
H 2.250 -2.792 1.479
O -6.012 -4.719 -0.651
C -5.333 -4.124 0.357
O -5.326 -4.624 1.446
C -4.623 -2.846 0.035
C -4.228 -2.048 1.105
C -3.536 -0.871 0.888
C -3.244 -0.491 -0.413
C -3.616 -1.281 -1.492
C -4.305 -2.459 -1.263
N -2.556 0.737 -0.645
C -3.179 1.601 -1.370
C -2.531 2.871 -1.582
C -3.146 3.927 -2.241
C -2.492 5.141 -2.309
C -1.262 5.259 -1.679
C -0.715 4.161 -1.042
N -1.309 2.964 -1.015
H -6.029 -4.148 -1.428
H -4.463 -2.376 2.108
H -3.214 -0.241 1.707
H -3.327 -0.989 -2.494
H -4.538 -3.090 -2.114
H -4.180 1.408 -1.743
H -4.124 3.782 -2.679
H -2.939 5.982 -2.821
H -0.716 6.191 -1.673
H 0.226 4.239 -0.525
C 0.207 0.295 -2.183
C 1.232 0.546 -1.177
C 1.869 1.592 -0.539
C 2.128 2.919 -1.161
C 2.504 4.004 -0.362
C 2.757 5.245 -0.921
C 2.659 5.429 -2.295
C 2.335 4.349 -3.101
C 2.088 3.103 -2.542
C 2.879 1.259 0.526
C 4.107 0.738 0.115
C 5.105 0.462 1.036
C 4.896 0.729 2.384
C 3.692 1.276 2.795
C 2.689 1.540 1.871
H 2.577 3.875 0.710
H 3.035 6.072 -0.280
H 2.860 6.399 -2.733
H 2.289 4.468 -4.177
H 1.874 2.265 -3.186
H 4.271 0.543 -0.938
H 6.047 0.045 0.703
H 5.674 0.517 3.107
H 3.523 1.491 3.843
H 1.751 1.975 2.190
F -2.042 1.671 2.457
B -1.024 1.991 1.609
F -0.347 3.062 2.101
*
```

Löwdin population analysis, charges in e, atoms 1 to 8: Ru 0.905; Cl 0.680; C -0.255; C -0.080; C -0.079; C -0.090; C -0.057; C -0.360

***

No. 3
The following is a DFT calculation (ωB97M-V/def2-TZVPD) of a structure of composition C46H34F6GaN2O5P2S3.

HOMO-LUMO gap (eV): 7.81
E_HOMO (Eh): -0.4013

```
! wB97M-V def2-TZVPD RIJCOSX def2/J DEFGRID3
* xyz 1 1
Ga 0.331 0.643 0.264
O -3.538 2.243 1.166
S -2.813 1.100 0.535
C -3.468 0.794 -1.119
C -4.701 1.384 -1.427
C -5.162 1.249 -2.683
C -4.355 0.683 -3.681
C -3.070 0.268 -3.433
C -2.650 0.298 -2.131
P -0.904 -0.096 -1.732
C -0.854 -1.891 -1.532
C 0.239 -2.651 -2.003
C 0.150 -4.041 -1.881
C -0.971 -4.591 -1.287
C -2.044 -3.868 -0.802
C -2.031 -2.483 -0.975
C -0.291 0.445 -3.363
C -0.272 1.812 -3.512
C 0.296 2.433 -4.642
C 0.712 1.619 -5.651
C 0.811 0.242 -5.483
C 0.324 -0.368 -4.327
C -3.405 -0.367 1.518
C -4.787 -0.538 1.692
C -5.274 -1.686 2.310
C -4.327 -2.564 2.850
C -2.925 -2.319 2.781
C -2.449 -1.231 2.045
P -0.702 -0.793 2.086
C -0.577 0.371 3.447
C 0.646 0.919 3.801
C 0.756 1.918 4.771
C -0.404 2.500 5.255
C -1.659 2.045 4.837
C -1.719 0.918 3.989
C 0.256 -2.250 2.544
C 0.512 -2.573 3.866
C 1.079 -3.826 4.210
C 1.479 -4.647 3.175
C 1.243 -4.336 1.819
C 0.622 -3.131 1.531
H -5.347 1.836 -0.647
H -6.168 1.570 -2.986
H -4.655 0.770 -4.732
H -2.466 -0.056 -4.273
H 1.194 -2.241 -2.323
H 0.962 -4.692 -2.241
H -0.988 -5.645 -1.081
H -2.930 -4.374 -0.416
H -2.841 -1.865 -0.657
H -0.679 2.388 -2.733
H 0.386 3.514 -4.655
H 1.191 2.106 -6.478
H 1.337 -0.342 -6.271
H 0.549 -1.466 -4.267
H -5.495 0.220 1.380
H -6.311 -1.831 2.342
H -4.709 -3.395 3.371
H -2.231 -3.029 3.231
H 1.496 0.496 3.316
H 1.746 2.226 5.029
H -0.345 3.270 5.998
H -2.492 2.508 5.317
H -2.663 0.488 3.673
H 0.088 -2.004 4.683
H 1.182 -4.181 5.238
H 1.901 -5.577 3.476
H 1.446 -5.125 1.085
H 0.385 -2.847 0.565
F 3.820 -2.516 2.007
C 3.902 -1.974 0.771
F 3.032 -2.587 -0.069
F 5.163 -2.086 0.319
S 3.536 -0.139 0.888
O 2.049 -0.050 0.919
O 4.127 0.277 2.096
N 4.140 0.409 -0.452
S 3.367 0.598 -1.829
O 2.057 -0.114 -1.747
O 3.387 1.952 -2.337
C 4.409 -0.359 -3.028
F 3.860 -0.264 -4.217
F 4.454 -1.669 -2.727
F 5.654 0.051 -3.160
C 0.183 2.610 0.655
C 1.419 3.280 0.091
C 2.515 3.421 0.974
C 3.677 4.187 0.675
C 3.640 4.927 -0.492
C 2.597 4.821 -1.350
C 1.530 3.921 -1.143
C 4.671 5.875 -0.779
N 5.513 6.575 -1.116
H -0.707 2.992 0.176
H 0.114 2.718 1.696
H 2.471 3.023 2.028
H 4.463 4.410 1.410
H 2.588 5.435 -2.208
H 0.722 3.921 -1.822
*
```

Löwdin population analysis, charges in e, atoms 1 to 8: Ga 0.451; O -0.452; S 0.923; C -0.344; C -0.067; C -0.055; C -0.031; C -0.063

***

No. 4
The following is a DFT calculation (ωB97M-V/def2-TZVPD) of a structure of composition C46H36BrFN6PSTl.

HOMO-LUMO gap (spin up / spin down) (eV): 3.59 / 3.80
E_HOMO (spin up / spin down) (Eh): 0.0163 / 0.0086

```
! wB97M-V def2-TZVPD RIJCOSX def2/J DEFGRID3
* xyz -2 1
Tl 0.565 -1.455 -0.044
N -2.143 -2.118 3.841
C -1.162 -2.239 2.838
S -1.716 -2.679 1.267
N 0.049 -1.984 3.248
N 1.040 -2.109 2.309
C 2.269 -1.869 2.766
C 2.480 -1.415 4.169
C 3.024 -2.236 5.149
C 3.229 -1.766 6.442
C 2.887 -0.464 6.772
C 2.340 0.367 5.798
C 2.139 -0.105 4.513
C 3.369 -1.904 1.875
C 4.712 -1.639 2.291
C 5.719 -1.577 1.372
C 5.427 -1.767 0.001
C 4.106 -2.005 -0.330
N 3.105 -2.095 0.536
H -3.025 -1.814 3.457
H -1.817 -1.546 4.610
H 3.284 -3.256 4.891
H 3.653 -2.421 7.195
H 3.045 -0.096 7.780
H 2.075 1.389 6.047
H 1.721 0.534 3.743
H 4.916 -1.466 3.340
H 6.734 -1.371 1.696
H 6.187 -1.707 -0.766
H 3.827 -2.133 -1.374
Br -2.105 -2.054 -2.274
C -0.762 -2.315 -3.590
C -1.071 -1.959 -4.873
C -0.169 -2.259 -5.915
C 0.970 -2.956 -5.643
C 1.296 -3.336 -4.317
C 2.440 -4.127 -4.052
C 2.728 -4.492 -2.768
C 1.954 -4.002 -1.692
C 0.849 -3.199 -1.864
C 0.467 -2.944 -3.222
H -2.016 -1.477 -5.085
H -0.410 -1.965 -6.931
H 1.646 -3.239 -6.445
H 3.066 -4.440 -4.882
H 3.592 -5.119 -2.567
H 2.289 -4.225 -0.684
N -2.917 2.547 0.159
P -2.937 1.162 -0.867
C -4.736 1.087 -1.235
C -5.683 1.549 -0.325
C -7.040 1.380 -0.566
C -7.470 0.738 -1.718
C -6.532 0.260 -2.625
C -5.179 0.430 -2.384
C -2.372 1.910 -2.456
C -3.037 2.952 -3.103
C -2.539 3.489 -4.279
C -1.371 2.976 -4.834
C -0.709 1.930 -4.210
C -1.207 1.402 -3.025
C -2.145 2.554 1.324
C -1.644 3.751 1.843
C -0.800 3.679 2.932
C -0.476 2.439 3.465
C -1.062 1.316 2.901
N -1.912 1.375 1.878
H -3.060 3.458 -0.251
H -5.348 2.042 0.579
H -7.763 1.747 0.153
H -8.529 0.602 -1.904
H -6.856 -0.254 -3.522
H -4.453 0.044 -3.091
H -3.967 3.334 -2.691
H -3.064 4.300 -4.770
H -0.983 3.391 -5.756
H 0.194 1.516 -4.640
H -0.689 0.582 -2.540
H -1.865 4.697 1.361
H -0.360 4.584 3.334
H 0.224 2.338 4.284
H -0.823 0.322 3.265
F 2.727 4.873 0.633
C 2.339 3.559 0.516
C 1.107 3.274 -0.024
C 0.729 1.934 -0.106
C 1.544 0.880 0.297
C 2.795 1.238 0.812
C 3.197 2.568 0.943
H 0.457 4.078 -0.352
H -0.257 1.712 -0.503
H 3.501 0.475 1.118
H 4.165 2.831 1.354
*
```

Löwdin population analysis, charges in e, atoms 1 to 8: Tl 0.707; N 0.003; C -0.967; S 0.416; N -0.041; N -0.071; C -0.260; C -0.190

***

No. 5
The following is a DFT calculation (ωB97M-V/def2-TZVPD) of a structure of composition C46H36IN13O2S2V.

HOMO-LUMO gap (spin up / spin down) (eV): 6.55 / 6.38
E_HOMO (spin up / spin down) (Eh): -0.2483 / -0.2581

```
! wB97M-V def2-TZVPD RIJCOSX def2/J DEFGRID3
* xyz 0 4
V -2.761 -0.390 0.657
C -5.164 1.362 3.660
C -4.366 0.445 2.794
N -3.308 0.814 2.125
N -2.855 2.089 2.243
C -1.735 2.234 1.536
O -1.165 1.313 0.877
C -1.127 3.594 1.550
C -1.895 4.722 1.826
C -1.325 5.984 1.756
C 0.014 6.128 1.416
C 0.786 5.004 1.154
C 0.217 3.742 1.221
C -4.687 -0.959 2.606
C -5.668 -1.643 3.318
C -5.814 -3.005 3.136
C -4.962 -3.662 2.257
C -4.046 -2.917 1.545
N -3.913 -1.591 1.683
H -4.621 2.293 3.789
H -5.356 0.918 4.639
H -6.129 1.578 3.192
H -2.936 4.590 2.086
H -1.927 6.860 1.960
H 0.454 7.115 1.352
H 1.830 5.112 0.886
H 0.808 2.855 1.030
H -6.300 -1.101 4.008
H -6.580 -3.553 3.668
H -5.036 -4.726 2.088
H -3.403 -3.383 0.811
S -5.145 -2.724 -1.402
C -3.512 -2.575 -1.751
N -2.534 -1.875 -1.166
C -1.303 -2.101 -1.793
C -0.088 -1.490 -1.475
C 1.054 -1.819 -2.185
C 1.026 -2.760 -3.212
C -0.170 -3.369 -3.551
C -1.316 -3.023 -2.848
S -2.932 -3.592 -3.088
H -0.051 -0.746 -0.689
H 1.985 -1.323 -1.946
H 1.936 -2.998 -3.747
H -0.226 -4.095 -4.352
C 1.214 -3.932 2.510
N 0.404 -2.756 2.301
C -0.573 -2.574 1.410
N -1.149 -1.407 1.622
C -0.449 -0.892 2.674
N 0.489 -1.686 3.122
C 2.482 -4.110 1.698
C 2.987 -5.405 1.712
C 4.198 -5.702 1.119
C 4.925 -4.700 0.511
C 4.429 -3.394 0.472
C 3.187 -3.099 1.050
C 5.318 -2.419 -0.175
N 6.538 -2.680 -0.508
N 7.053 -1.559 -1.088
C 6.123 -0.665 -1.089
O 4.975 -1.144 -0.520
C 6.268 0.671 -1.670
C 7.473 0.927 -2.332
C 7.687 2.154 -2.920
C 6.713 3.138 -2.848
C 5.514 2.902 -2.193
C 4.489 4.016 -2.142
N 3.255 3.694 -2.829
C 2.190 3.019 -2.376
N 1.289 2.899 -3.324
C 1.874 3.532 -4.372
N 3.064 4.034 -4.118
C 5.286 1.655 -1.608
H 0.570 -4.797 2.357
H 1.501 -3.912 3.561
H -0.838 -3.296 0.655
H -0.664 0.063 3.121
H 2.424 -6.191 2.203
H 4.579 -6.714 1.141
H 5.886 -4.898 0.062
H 2.819 -2.080 1.048
H 8.221 0.149 -2.363
H 8.613 2.348 -3.445
H 6.880 4.099 -3.320
H 4.891 4.896 -2.638
H 4.252 4.275 -1.110
H 2.096 2.663 -1.363
H 1.404 3.630 -5.337
H 4.356 1.446 -1.092
I -8.508 0.392 -0.743
C -6.523 1.021 -0.905
C -6.186 2.138 -1.643
C -4.854 2.530 -1.634
C -3.936 1.769 -0.941
N -4.251 0.647 -0.271
C -5.546 0.304 -0.234
H -6.930 2.698 -2.193
H -4.534 3.423 -2.152
H -2.897 2.072 -0.903
H -5.830 -0.527 0.383
*
```

Löwdin population analysis, charges in e, atoms 1 to 8: V 0.763; C -0.011; C -0.259; N -0.084; N 0.091; C -0.481; O -0.093; C -0.147